Molecular formula: C51H55N8O3Yb
Method: DFT, ωB97M-V/def2-TZVPD

Summary:
* HOMO level: -7.8 eV
* energy above the lowest of the compared OMol25 structures with the same formula, charge and spin: 0.0 kcal per mole
* calculated total energy: -103367.942 eV

ORCA input file:
```
! wB97M-V def2-TZVPD RIJCOSX def2/J DEFGRID3
* xyz 1 1
Yb 1.305 -1.300 -0.115
C -5.088 11.217 -2.282
O -5.178 10.571 -1.000
C -4.717 9.312 -0.992
C -4.418 8.790 0.252
C -3.955 7.481 0.436
C -3.696 6.676 -0.688
C -4.064 7.180 -1.946
C -4.519 8.460 -2.137
C -2.932 5.448 -0.587
N -2.570 4.684 -1.569
C -1.821 3.684 -1.023
C -1.729 3.840 0.328
N -2.453 5.019 0.620
C -0.994 2.952 1.198
C -0.980 3.041 2.606
C -0.294 2.049 3.253
C 0.340 1.002 2.557
N 0.375 0.914 1.232
C -0.314 1.871 0.534
C -0.293 1.745 -0.897
N 0.398 0.696 -1.418
C 0.442 0.631 -2.780
C -0.336 1.444 -3.585
C -1.137 2.416 -3.067
C -1.028 2.671 -1.692
H -5.441 12.279 -2.179
H -5.759 10.828 -3.045
H -4.041 11.272 -2.615
H -4.456 9.409 1.133
H -3.719 7.126 1.385
H -3.847 6.532 -2.808
H -4.734 8.758 -3.167
H -2.378 5.588 1.447
H -1.444 3.866 3.142
H -0.288 2.064 4.316
H 0.801 0.178 3.141
H 1.068 -0.154 -3.204
H -0.190 1.375 -4.649
H -1.777 3.025 -3.700
N 7.158 -0.857 3.386
C 5.884 -0.913 2.867
C 5.047 0.203 2.846
C 3.828 0.055 2.233
N 3.408 -1.003 1.538
C 4.219 -2.101 1.607
C 5.417 -2.072 2.217
H 7.525 0.023 3.708
H 7.717 -1.672 3.545
H 5.287 1.170 3.274
H 3.118 0.871 2.213
H 3.919 -2.939 0.980
H 6.047 -2.942 2.163
C -2.836 -1.832 -2.773
N -2.883 -3.147 -2.111
C -4.200 -3.465 -1.492
C -1.659 -3.396 -1.246
C -0.496 -3.521 -2.186
C -0.490 -4.639 -3.005
C 0.580 -4.843 -3.855
C 1.633 -3.941 -3.866
C 1.553 -2.822 -3.037
C 0.528 -2.560 -2.122
H -3.383 -1.890 -3.711
H -1.807 -1.518 -2.937
H -3.293 -1.134 -2.081
H -2.797 -3.842 -2.851
H -4.298 -2.967 -0.505
H -4.327 -4.493 -1.302
H -4.970 -3.189 -2.221
H -1.921 -4.284 -0.677
H -1.526 -2.588 -0.549
H -1.262 -5.400 -2.944
H 0.641 -5.738 -4.476
H 2.513 -4.150 -4.502
H 2.402 -2.106 -3.015
C -2.277 -0.991 1.845
C -2.267 -2.241 2.761
C -1.520 -1.957 4.055
C -1.822 -3.522 2.081
C -2.716 -4.582 2.083
C -2.311 -5.806 1.585
C -0.965 -5.974 1.210
C -0.046 -4.942 1.254
C 1.430 -5.319 1.085
C 2.148 -4.685 -0.168
C 2.246 -4.995 2.357
C -0.504 -3.663 1.622
O 0.282 -2.604 1.493
H -2.633 -0.062 2.382
H -2.998 -1.155 1.062
H -1.239 -0.917 1.400
H -3.308 -2.424 3.137
H -0.451 -1.925 3.874
H -1.682 -2.804 4.750
H -1.878 -1.087 4.558
H -3.758 -4.450 2.398
H -2.964 -6.648 1.557
H -0.660 -6.981 0.904
H 1.425 -6.424 0.990
H 2.494 -3.685 0.072
H 1.518 -4.660 -1.051
H 3.014 -5.357 -0.368
H 2.282 -3.928 2.525
H 3.255 -5.407 2.237
H 1.720 -5.450 3.203
O 3.274 -0.660 -1.442
N 4.283 0.083 -1.143
C 4.132 1.429 -1.009
C 5.192 2.179 -0.533
C 6.412 1.567 -0.264
C 6.561 0.211 -0.439
C 5.490 -0.497 -0.883
H 3.112 1.757 -1.134
H 5.082 3.265 -0.537
H 7.245 2.144 0.136
H 7.475 -0.296 -0.133
H 5.510 -1.537 -1.059
*
```

---

Molecular formula: C4H7F3N2
Method: DFT, ωB97M-V/def2-TZVPD

Summary:
* HOMO level: -8.8 eV
* energy above the lowest of the compared OMol25 structures with the same formula, charge and spin: 31.0 kcal per mole
* calculated total energy: -15392.399 eV

ORCA input file:
```
! wB97M-V def2-TZVPD RIJCOSX def2/J DEFGRID3
* xyz 0 1
C 0.609 -2.008 0.447
C -0.011 1.009 1.082
C -0.644 0.181 0.027
C -2.148 -0.009 -0.074
N -0.480 -1.490 0.840
N 0.013 0.265 -1.145
F -2.575 1.136 -0.727
F -2.856 -0.102 1.021
F -2.530 -1.157 -0.780
H 1.003 -2.851 0.939
H 1.295 -1.534 -0.241
H 0.450 2.003 0.725
H -0.725 1.182 1.847
H 0.943 0.433 1.363
H 0.970 0.505 -1.221
H -0.234 -0.228 -1.970
*
```

---

Molecular formula: C16H31FN4O7PPdS3
Method: DFT, ωB97M-V/def2-TZVPD

Summary:
* HOMO level (spin up / spin down): -4.5 / -7.4 eV
* energy above the lowest of the compared OMol25 structures with the same formula, charge and spin: 0.0 kcal per mole
* expectation value of S²: 3.77
* calculated total energy: -85380.746 eV

ORCA input file:
```
! wB97M-V def2-TZVPD RIJCOSX def2/J DEFGRID3
* xyz 0 4
Pd -0.140 -0.322 0.105
C 4.471 1.211 2.699
C 2.999 1.433 2.449
O 2.372 0.142 2.313
P 0.841 -0.072 2.674
S 0.434 -1.925 2.074
S -0.287 1.396 1.942
O 0.748 0.089 4.266
C 1.097 -0.958 5.185
C 2.585 -0.975 5.463
H 4.993 2.168 2.697
H 4.890 0.585 1.913
H 4.636 0.726 3.662
H 2.836 1.974 1.516
H 2.528 1.989 3.262
H 0.767 -1.916 4.777
H 0.522 -0.750 6.086
H 3.140 -1.273 4.574
H 2.804 -1.685 6.262
H 2.926 0.013 5.775
F 0.115 0.510 -5.526
C 1.191 0.521 -4.673
C 1.778 -0.693 -4.366
N 2.832 -0.726 -3.419
C 2.754 -1.754 -2.378
C 1.656 -1.324 -1.425
O 1.914 -0.363 -0.644
O 0.488 -1.809 -1.493
C 3.472 0.456 -3.036
O 4.472 0.463 -2.345
N 2.897 1.608 -3.504
C 1.666 1.742 -4.218
O 1.163 2.909 -4.327
H 1.470 -1.628 -4.804
H 3.709 -1.799 -1.862
H 2.513 -2.713 -2.833
H 3.374 2.465 -3.272
N -2.006 3.084 -3.147
C -1.796 1.682 -3.664
C -1.561 0.758 -2.483
N -0.461 1.202 -1.619
C -0.639 2.584 -1.183
C -0.805 3.534 -2.355
H -2.832 3.107 -2.546
H -2.167 3.718 -3.928
H -0.922 1.755 -4.309
H -2.670 1.397 -4.247
H -1.338 -0.244 -2.848
H -2.455 0.694 -1.856
H 0.423 1.118 -2.125
H 0.229 2.888 -0.600
H -1.505 2.621 -0.513
H 0.050 3.465 -3.041
H -0.975 4.562 -2.037
C -3.256 -2.029 2.119
S -3.275 -1.817 0.344
C -2.229 -3.197 -0.098
O -2.468 -0.572 0.064
H -2.229 -2.146 2.466
H -3.873 -2.892 2.368
H -3.690 -1.122 2.536
H -2.194 -3.252 -1.184
H -2.662 -4.108 0.314
H -1.229 -3.015 0.294
*
```

---

Molecular formula: C5H7NO
Method: DFT, ωB97M-V/def2-TZVPD

Summary:
* HOMO level: -9.7 eV
* energy above the lowest of the compared OMol25 structures with the same formula, charge and spin: 43.1 kcal per mole
* calculated total energy: -8834.332 eV
* SMILES: C=CC(=O)/C=N/C

ORCA input file:
```
! wB97M-V def2-TZVPD RIJCOSX def2/J DEFGRID3
* xyz 0 1
C 2.900 0.271 0.108
C -0.695 -0.633 -0.173
C 0.589 0.126 -0.190
C -1.891 0.210 0.054
C -3.105 -0.324 0.110
N 1.669 -0.437 0.114
O -0.751 -1.830 -0.337
H 0.521 1.190 -0.473
H -1.731 1.271 0.183
H 3.578 -0.252 -0.567
H 2.809 1.324 -0.197
H 3.329 0.211 1.109
H -3.992 0.262 0.281
H -3.229 -1.387 -0.022
*
```

---

Molecular formula: C6H10N3S
Method: DFT, ωB97M-V/def2-TZVPD

Summary:
* HOMO level (spin up / spin down): -11.9 / -11.7 eV
* energy above the lowest of the compared OMol25 structures with the same formula, charge and spin: 151.4 kcal per mole
* calculated total energy: -21676.392 eV

ORCA input file:
```
! wB97M-V def2-TZVPD RIJCOSX def2/J DEFGRID3
* xyz 1 1
C -0.183 0.647 -1.929
C -1.370 0.525 -1.657
C 1.148 0.837 -2.191
C 1.752 0.116 0.369
C -2.780 0.448 -1.361
C 0.366 0.295 0.948
N 2.634 1.063 0.321
N 2.710 2.064 -0.377
N 2.382 -1.097 0.950
S 1.969 2.300 -1.889
H 1.367 0.388 -3.124
H -3.121 1.459 -1.088
H -2.966 -0.259 -0.614
H -3.103 0.280 -2.365
H 0.429 0.354 2.045
H -0.283 -0.600 0.815
H -0.204 1.143 0.582
H 1.584 -1.723 1.094
H 2.945 -0.859 1.892
H 3.261 -1.415 0.489
*
```

---

> Number 3 is which compound?

C16H31FN4O7PPdS3

---

> What is the formula in the fifth record?

C6H10N3S